No. 1
# C5H7N3O2

2 unconnected molecules or ions with the total composition C5H7N3O2 in a non-equilibrium geometry (the ωB97M-V functional and the def2-TZVPD basis, OMol25).

```
17
C5H7N3O2 the ωB97M-V functional and the def2-TZVPD basis
C 2.3919 -2.8584 2.1257
C 3.6427 -2.4316 -1.0819
C 0.4319 0.7566 -0.4838
C -1.3513 -0.1345 0.9930
C -0.0285 -0.5006 0.2338
N 2.6251 -1.7831 1.7243
N 2.0341 -0.9458 0.8861
N 0.8322 -1.2192 1.0999
O 4.1943 -2.8761 -0.1828
O 3.0551 -2.0068 -1.9626
H 1.5033 0.7302 -0.4675
H -0.0413 0.9217 -1.4899
H 0.2529 1.6115 0.1538
H -1.8178 0.5094 0.3369
H -1.0299 0.5690 1.7880
H -2.0630 -0.9728 1.1251
H -0.1561 -1.2848 -0.6155
```

Computed properties:
max |F|	3.5	eV/A
energy above the lowest of the compared OMol25 structures with the same formula, charge and spin	113.4	kcal/mol
total energy	-509.31875	Ha
LUMO energy	-0.4377	eV

No. 2
# C5H7N3O2

C5H7N3O2 in the gas phase in a non-equilibrium geometry (the ωB97M-V functional and the def2-TZVPD basis, OMol25).

```
17
C5H7N3O2 the ωB97M-V functional and the def2-TZVPD basis
C -1.5078 0.2071 -0.4702
C -0.8076 1.6650 1.2794
C -0.1992 -0.1191 -0.5657
C 0.3916 1.1696 0.9605
C 0.5628 -2.3737 -1.2402
N -1.9051 1.1023 0.5469
N 0.6150 -0.9316 -1.1134
N 1.6775 1.3915 1.4928
O 1.7546 1.7706 2.6344
O 2.6218 1.1520 0.7529
H -2.1882 -0.0914 -1.2807
H -0.9991 2.2462 2.1837
H -0.0588 -2.9678 -0.5236
H 0.1267 -2.5475 -2.1596
H 1.5828 -2.6758 -1.2935
H -2.8772 1.5671 0.6258
H 1.2101 -0.5646 -1.8295
```

Computed properties:
max |F|	7.0	eV/A
energy above the lowest of the compared OMol25 structures with the same formula, charge and spin	164.3	kcal/mol
total energy	-509.23777	Ha
LUMO energy	0.4360	eV

| no. | E_HOMO (eV) |
| --- | --- |
| 1 | -10.7 |
| 2 | -8.1 |